[1]
Below is a molecular structure, C30H26IrN3OP, with properties calculated with ωB97M-V with the def2-TZVPD basis set.

```
62
Properties=species:S:1:pos:R:3:forces:R:3
Ir 0.9724 1.1971 -1.9849 -0.3 0.2 -0.1
C -1.7724 -2.0305 -2.6092 0.0 -0.1 0.0
N -1.4556 -0.6247 -2.4940 0.1 0.1 0.2
C -2.1067 0.2204 -3.1756 0.0 -0.6 0.3
C -1.8126 1.6388 -3.1067 0.1 0.1 -0.1
C -2.5980 2.6814 -3.5197 0.1 0.1 0.1
C -1.9174 3.8881 -3.1909 -0.1 0.0 0.0
C -0.7390 3.5279 -2.6033 0.0 0.0 0.0
N -0.6453 2.1540 -2.5326 0.0 -0.2 -0.2
C -0.5023 -2.7984 -2.8853 0.0 0.0 0.0
C -0.1219 -3.1067 -4.1838 0.0 0.0 0.0
C 1.0824 -3.7510 -4.4321 0.0 0.0 0.0
C 1.9198 -4.0873 -3.3792 0.0 0.0 0.0
C 1.5466 -3.7778 -2.0777 0.0 0.0 0.0
C 0.3425 -3.1375 -1.8336 0.0 0.0 0.0
H -2.5283 -2.2326 -3.3828 0.0 0.0 0.0
H -2.1781 -2.3615 -1.6484 0.0 0.0 0.0
H -2.9335 -0.1610 -3.7887 -0.1 0.6 -0.3
H -3.5642 2.5873 -3.9899 0.0 0.0 0.0
H -2.2597 4.8939 -3.3706 0.0 0.0 0.0
H 0.0621 4.1411 -2.2272 0.0 0.0 0.0
H -0.7695 -2.8343 -5.0096 0.0 0.0 0.0
H 1.3696 -3.9843 -5.4493 0.0 0.0 0.0
H 2.8618 -4.5844 -3.5716 0.0 0.0 0.0
H 2.1994 -4.0344 -1.2522 0.0 0.0 0.0
H 0.0586 -2.8802 -0.8190 0.0 0.0 0.0
O 2.2246 0.8962 -3.0788 0.0 0.1 -0.1
N 0.9236 0.6636 -0.2493 0.2 -0.2 0.1
P 0.6352 0.6074 1.2733 -0.1 0.0 -0.1
C -1.0583 1.1460 1.5637 0.0 0.0 0.0
C -2.0055 0.7801 0.6054 0.0 0.0 0.0
C -3.3203 1.1894 0.7525 0.0 0.0 0.0
C -3.6921 1.9589 1.8482 0.0 0.0 0.0
C -2.7498 2.3270 2.7967 0.0 0.0 0.0
C -1.4284 1.9241 2.6550 0.0 0.0 0.0
C 0.7891 -1.0798 1.8946 0.0 0.0 0.0
C 1.8630 -1.8455 1.4427 0.0 0.0 0.0
C 2.0172 -3.1472 1.8892 0.0 0.0 0.0
C 1.0996 -3.6911 2.7803 0.0 0.0 0.0
C 0.0270 -2.9339 3.2255 0.0 0.0 0.0
C -0.1303 -1.6264 2.7834 0.0 0.0 0.0
C 1.7238 1.6054 2.3123 0.0 0.0 0.0
C 1.9437 1.3066 3.6551 0.0 0.0 0.0
C 2.7617 2.1243 4.4193 0.0 0.0 0.0
C 3.3668 3.2331 3.8417 0.0 0.0 0.0
C 3.1583 3.5253 2.5014 0.0 0.0 0.0
C 2.3365 2.7129 1.7339 0.0 0.0 0.0
H -1.6993 0.2051 -0.2630 0.0 0.0 0.0
H -4.0527 0.9184 0.0032 0.0 0.0 0.0
H -4.7196 2.2819 1.9562 0.0 0.0 0.0
H -3.0386 2.9373 3.6424 0.0 0.0 0.0
H -0.6895 2.2264 3.3867 0.0 0.0 0.0
H 2.5575 -1.4259 0.7242 0.0 0.0 0.0
H 2.8487 -3.7435 1.5359 0.0 0.0 0.0
H 1.2192 -4.7112 3.1215 0.0 0.0 0.0
H -0.6926 -3.3612 3.9115 0.0 0.0 0.0
H -0.9760 -1.0389 3.1201 0.0 0.0 0.0
H 1.4864 0.4307 4.1003 0.0 0.0 0.0
H 2.9347 1.8921 5.4619 0.0 0.0 0.0
H 4.0104 3.8668 4.4380 0.0 0.0 0.0
H 3.6403 4.3827 2.0504 0.0 0.0 0.0
H 2.1753 2.9195 0.6824 0.0 0.0 0.0
```
Positions in Å, forces in eV/Å.

energy above the lowest of the compared OMol25 structures with the same formula, charge and spin	0.7	kcal per mole
frontier orbital gap (alpha / beta)	7.5 / 8.1	eV
2S+1	2
⟨S²⟩	0.756
net charge	0
strongest force on any atom	0.707	eV/A
E_tot	-50175.201	eV

***

[2]
Below is a molecular structure, C30H26N10ORuS3 at a distorted geometry, with properties calculated with ωB97M-V with the def2-TZVPD basis set.

```
71
Properties=species:S:1:pos:R:3:forces:R:3
Ru 0.1820 0.2258 -0.2416 -1.3 0.7 0.1
C 0.2912 3.6838 2.9991 0.0 0.0 0.0
C -0.0102 2.4141 2.2444 -0.2 -0.3 0.3
S 0.6311 2.3415 0.6328 0.2 0.2 -0.2
C -0.6532 1.3800 2.8358 0.2 0.5 0.0
C -0.9861 1.4160 4.3080 -0.1 0.0 0.0
S -1.0295 -0.0819 2.0027 0.0 -0.3 -0.3
H 0.9349 4.3357 2.4099 0.0 0.0 0.0
H 0.7999 3.4681 3.9425 0.0 0.0 0.0
H -0.6221 4.2353 3.2409 0.0 0.0 0.0
H -1.4411 2.3674 4.5914 0.0 0.0 0.0
H -0.0834 1.2866 4.9138 0.0 0.0 0.0
H -1.6762 0.6140 4.5667 0.0 0.0 0.0
N -2.6061 -1.5925 -0.7871 0.0 -0.1 0.2
C -1.4393 -2.3134 -0.9843 0.0 0.0 -0.1
C -1.5929 -3.7060 -1.0601 0.1 0.0 0.0
C -0.4948 -4.4909 -1.3123 -0.1 0.0 0.0
C 0.7376 -3.8793 -1.5013 0.0 0.0 0.0
C 0.8084 -2.5128 -1.3759 0.0 0.0 -0.1
N -0.2517 -1.7277 -1.1082 -0.1 -0.1 0.2
C -2.9378 -0.2512 -0.7553 -0.1 0.2 0.0
C -4.2982 0.0618 -0.8979 0.1 0.0 0.0
C -4.6937 1.3764 -0.8369 0.0 0.0 0.0
C -3.7303 2.3622 -0.6561 -0.1 0.0 0.0
C -2.4172 1.9707 -0.5342 0.1 0.1 0.0
N -2.0256 0.6913 -0.5609 0.2 -0.2 -0.1
H -3.4137 -2.1887 -0.7254 0.0 0.0 0.0
H -2.5709 -4.1442 -0.9104 0.0 0.0 0.0
H -0.5974 -5.5672 -1.3616 0.0 0.0 0.0
H 1.6346 -4.4427 -1.7097 0.0 0.0 0.0
H 1.7506 -2.0000 -1.4968 0.0 0.0 0.0
H -5.0154 -0.7319 -1.0628 0.0 0.0 0.0
H -5.7399 1.6328 -0.9427 0.0 0.0 0.0
H -3.9869 3.4103 -0.6131 0.0 0.0 0.0
H -1.6153 2.6861 -0.3895 0.0 0.0 0.0
S 0.1026 1.1649 -2.3511 -0.1 0.1 -0.4
C 1.7036 0.6659 -2.8886 -0.4 0.3 -0.3
N 1.9444 0.8209 -4.1578 -0.2 0.1 0.0
N 3.2356 0.4147 -4.5205 0.2 0.0 0.2
C 3.6019 -0.8961 -4.5844 0.0 -0.2 -0.2
C 2.7035 -1.9353 -4.2904 0.0 0.1 0.0
C 3.1080 -3.2546 -4.3829 0.0 0.0 0.0
C 4.4019 -3.5944 -4.7594 0.0 0.0 0.0
C 5.2925 -2.5683 -5.0557 0.0 0.0 0.0
C 4.9076 -1.2444 -4.9726 0.0 0.0 0.0
N 2.5929 0.1823 -2.0056 0.5 -0.2 0.5
N 2.1861 0.1616 -0.7409 -0.2 -0.2 0.0
C 3.0700 -0.1865 0.1644 0.5 -0.1 0.0
C 2.7555 -0.0107 1.6230 0.2 0.2 -0.1
C 3.9954 0.0382 2.4663 0.1 0.0 0.1
C 5.1686 -0.4211 2.0229 -0.1 0.1 0.1
C 5.3285 -0.9282 0.6762 0.0 0.0 -0.1
C 4.3457 -0.7540 -0.2221 -0.1 0.1 0.0
H 3.7182 1.0752 -5.1032 0.0 -0.1 0.0
H 1.6877 -1.6860 -4.0145 0.0 0.0 0.0
H 2.3869 -4.0341 -4.1631 0.0 0.0 0.0
H 4.7098 -4.6300 -4.8178 0.0 0.0 0.0
H 6.3093 -2.8012 -5.3502 0.0 0.0 0.0
H 5.6203 -0.4561 -5.1881 0.0 0.0 0.0
H 2.1899 0.9331 1.7300 -0.1 -0.1 0.0
H 3.9132 0.4693 3.4522 0.0 0.0 0.0
H 6.0348 -0.3808 2.6725 0.0 0.0 0.0
H 6.2598 -1.4015 0.3949 0.0 0.0 0.0
H 4.4428 -1.0463 -1.2592 0.1 0.0 0.0
O 0.9892 -1.4554 1.1394 1.1 -0.5 0.6
N 1.8109 -1.0832 2.0487 -0.8 -0.4 -0.2
C 1.4877 -1.4217 3.3179 0.2 0.2 -0.6
C 1.9400 -0.6904 4.4315 0.3 0.1 0.4
N 2.2905 -0.1053 5.3633 -0.1 0.0 -0.1
C 0.6646 -2.5538 3.5142 -0.3 -0.2 0.1
N 0.0268 -3.4911 3.7242 0.1 0.0 0.0
```
Positions in Å, forces in eV/Å.

energy above the lowest of the compared OMol25 structures with the same formula, charge and spin	42.4	kcal per mole
frontier orbital gap (alpha / beta)	5.3 / 5.5	eV
2S+1	2
⟨S²⟩	0.865
net charge	-1
strongest force on any atom	1.495	eV/A
E_tot	-83565.992	eV

***

[3]
Below is a molecular structure, C30H26N3O2P2Tc, with properties calculated with ωB97M-V with the def2-TZVPD basis set.

```
64
Properties=species:S:1:pos:R:3:forces:R:3
Tc -0.3247 -0.2650 -1.3225 0.7 0.3 -0.1
O 0.7416 -1.8010 -1.8930 -0.1 0.0 0.1
N 0.1910 -3.0024 -1.9772 0.1 0.1 0.0
N -1.0057 -2.9729 -1.6074 0.0 0.1 0.0
O -1.5439 -1.8307 -1.2315 -0.1 0.1 0.3
C -1.8340 -4.1474 -1.5825 -0.1 -0.3 0.0
C -3.2063 -3.9803 -1.4782 0.0 0.2 0.0
C -4.0049 -5.1096 -1.4697 0.0 0.0 0.0
C -3.4322 -6.3704 -1.5567 0.0 0.0 0.0
C -2.0533 -6.5123 -1.6704 0.0 0.0 0.0
C -1.2374 -5.3986 -1.6853 0.2 0.1 0.0
H -3.6414 -2.9932 -1.4212 0.0 0.0 0.0
H -5.0787 -5.0034 -1.4082 0.0 0.0 0.0
H -4.0624 -7.2491 -1.5350 0.0 0.0 0.0
H -1.6129 -7.4965 -1.7465 0.0 0.0 0.0
H -0.1646 -5.4985 -1.7769 0.0 0.0 0.0
N 0.2354 1.8726 0.7361 -0.2 0.0 0.2
P 0.1121 0.2121 1.0087 -0.3 0.3 -0.8
C 1.7407 -0.3372 1.6411 -0.1 0.1 0.3
C 2.1803 0.1405 2.9237 0.0 -0.1 -0.1
C 3.4407 -0.2307 3.4712 -0.2 0.1 0.0
C 4.2465 -1.0798 2.7734 0.0 -0.2 -0.3
C 3.8128 -1.5680 1.5094 0.0 0.1 0.1
C 2.5470 -1.1833 0.9484 0.2 -0.1 0.0
C -0.9829 -0.0672 2.3809 0.1 -0.1 0.1
C -0.8612 -1.2648 3.0992 0.0 0.0 0.0
C -1.6561 -1.4781 4.2125 0.0 0.0 0.0
C -2.5653 -0.5044 4.6090 0.0 0.0 0.0
C -2.6956 0.6778 3.8878 0.0 0.0 0.0
C -1.9110 0.9015 2.7672 -0.1 -0.1 0.0
P -0.1873 2.1282 -0.9073 0.2 -0.2 0.3
C -0.6236 3.8382 -1.0866 -0.1 -0.3 0.0
C -1.8224 4.2707 -0.5090 0.0 0.1 0.0
C -2.1365 5.6169 -0.5520 0.0 0.0 0.0
C -1.2738 6.5089 -1.1829 0.0 0.0 0.0
C -0.0952 6.0668 -1.7692 0.1 0.0 -0.1
C 0.2396 4.7225 -1.7334 0.0 0.1 0.0
C 1.3168 1.6740 -1.8112 -0.3 0.0 0.1
C 1.1868 1.3640 -3.1780 -0.1 0.0 0.0
C 2.3156 1.1280 -3.9497 0.1 -0.1 0.0
C 3.5696 1.2230 -3.3671 0.0 0.0 0.0
C 3.7102 1.5424 -2.0114 0.0 0.0 0.0
C 2.5958 1.7580 -1.2296 0.1 -0.1 -0.1
H 0.1112 2.5822 1.4511 0.2 0.1 0.0
H 1.5333 0.7962 3.4980 0.0 0.0 0.0
H 3.7465 0.1550 4.4352 -0.1 0.0 0.0
H 5.2049 -1.3857 3.1730 0.0 0.0 -0.1
H 4.4519 -2.2448 0.9531 0.0 0.0 0.0
H 2.2517 -1.5685 -0.0214 0.1 0.0 0.0
H -0.1589 -2.0309 2.7860 0.0 0.0 0.0
H -1.5689 -2.4004 4.7708 0.0 0.0 0.0
H -3.1828 -0.6697 5.4820 0.0 0.0 0.0
H -3.4105 1.4271 4.2000 0.0 0.0 0.0
H -2.0407 1.8148 2.1997 0.0 0.0 0.0
H -2.5110 3.5651 -0.0571 0.0 0.0 0.0
H -3.0586 5.9696 -0.1107 0.0 0.0 0.0
H -1.5329 7.5583 -1.2313 0.0 0.0 0.0
H 0.5673 6.7686 -2.2571 0.0 0.0 0.0
H 1.1534 4.3738 -2.1978 0.0 0.0 0.0
H 0.2061 1.3613 -3.6505 0.0 0.0 0.0
H 2.2179 0.8959 -5.0015 0.0 0.0 0.0
H 4.4526 1.0639 -3.9727 0.0 0.0 0.0
H 4.6989 1.6356 -1.5811 0.0 0.0 0.0
H 2.6997 2.0311 -0.1867 0.0 0.0 0.0
```
Positions in Å, forces in eV/Å.

energy above the lowest of the compared OMol25 structures with the same formula, charge and spin	0.0	kcal per mole
frontier orbital gap (alpha / beta)	6.7 / 3.3	eV
2S+1	4
⟨S²⟩	3.787
net charge	+3
strongest force on any atom	0.937	eV/A
E_tot	-60842.212	eV